63
Properties=species:S:1:pos:R:3 method="wB97M-V/def2-TZVPD" relative_energy_kj_mol=0.0 e_tot_ha=-4409.8597 s2=6.052 spin_multiplicity=5 charge=+2 homo_ev="-14.1 / -14.9"
C 1.520 4.536 -0.512
C -2.804 0.902 2.917
O 1.568 -0.365 3.831
O 1.609 1.152 1.885
H 4.678 3.407 -1.110
H -1.313 -2.015 3.813
H -3.468 1.658 3.315
C -1.080 -1.046 1.923
H 2.497 -4.359 0.784
H 3.094 -4.465 -1.774
N 0.955 -1.821 -0.888
C 0.924 3.284 -0.466
H -3.424 -0.408 -0.206
C 0.703 5.786 -0.312
H -2.010 1.863 -3.606
H 1.749 -5.936 0.492
C -0.311 -5.001 -1.192
H 3.678 1.445 3.958
H 4.433 -0.134 3.579
H -0.438 -1.827 1.532
S 2.305 0.072 2.694
C 1.091 -4.439 -0.901
C 3.613 3.401 -0.928
Ru 1.187 -0.066 0.178
H -2.577 1.883 1.030
H 1.785 -4.549 -2.970
C -2.821 1.384 -3.069
C -4.885 0.124 -1.658
C -2.312 1.026 1.639
C -3.618 0.110 -1.133
C -0.768 0.274 -0.135
C 2.889 4.571 -0.749
H 2.158 -5.952 -1.962
C -5.127 0.771 -2.875
H -0.659 -4.703 -2.181
H -1.035 -4.677 -0.445
H -4.300 1.895 -4.519
H 0.813 -4.650 1.263
O 2.548 -0.983 1.649
H -0.253 -6.089 -1.163
Br 3.744 0.535 -1.018
H 3.403 5.525 -0.790
H 1.340 6.666 -0.248
H 0.010 5.934 -1.141
C 2.905 2.228 -0.859
C -1.430 0.057 1.118
C 3.856 0.701 3.182
C 1.570 -4.861 0.507
C -2.553 0.757 -1.823
H 0.116 5.725 0.605
C -1.590 -1.168 3.201
C -1.218 0.763 -1.351
C -4.095 1.402 -3.578
H -6.128 0.770 -3.287
H 4.345 1.135 2.312
C 2.101 -4.865 -1.975
N 1.602 2.144 -0.644
H -2.831 -0.286 4.706
H -5.694 -0.374 -1.140
C -2.443 -0.194 3.700
H -0.473 1.131 -2.047
H -0.140 3.184 -0.276
C 1.008 -2.969 -0.883

---

82
Properties=species:S:1:pos:R:3 method="wB97M-V/def2-TZVPD" relative_energy_kj_mol=56.1 e_tot_ha=-5589.3021 s2=0.784 spin_multiplicity=2 charge=+1 homo_ev="-10.0 / -10.0"
H 0.615 4.802 -2.575
H -1.649 -5.959 -4.674
C 2.069 -4.282 1.716
C -2.528 -1.156 3.901
O -0.894 4.715 -0.449
H -1.199 6.124 1.565
H 2.147 -1.946 -3.434
H -0.399 -5.339 -2.618
H -3.424 -3.958 1.112
H -2.189 -4.261 2.345
N -1.449 -0.094 2.070
H -2.975 -2.044 4.322
C 1.776 7.103 0.282
C -1.324 -4.938 -4.525
S 2.338 -0.469 3.150
C -0.710 3.509 0.217
C -2.944 -3.550 1.995
H 1.659 -0.128 -2.373
O -0.118 2.458 -1.868
C -1.597 -3.970 -5.484
H 2.515 -3.661 -3.052
C 0.262 5.485 -0.588
F 2.199 -1.367 5.584
C -0.324 2.384 -0.715
C -0.624 -4.595 -3.374
H -2.814 0.058 5.649
C -0.159 6.398 1.735
C -1.181 -2.655 -5.297
F 0.933 0.348 5.195
C 0.637 6.322 0.456
C 2.497 7.046 -0.897
H 3.051 -2.365 -1.939
C 2.099 6.226 -1.938
N 2.632 -1.970 2.716
H 0.253 5.728 2.496
C -0.488 -2.301 -4.150
C -2.431 0.016 4.638
O 2.694 -2.190 0.209
F 3.336 -4.623 1.811
O 1.404 0.145 2.216
O -0.245 1.152 -0.033
H 2.941 0.082 -0.487
C -2.040 -1.177 2.620
H -0.180 -1.276 -3.979
V -0.575 -0.473 0.327
S 1.960 -2.482 1.407
H -2.141 -4.239 -6.381
H -1.723 2.050 4.621
H 1.852 1.451 -2.721
H 2.092 7.776 1.070
O 0.299 -1.445 -1.378
H -3.591 -1.538 -3.390
C -2.705 -1.763 -1.573
C 2.281 -2.678 -2.639
S 0.736 -2.879 -1.759
H -1.399 -1.903 -6.045
C -0.212 -3.281 -3.207
N -2.486 -2.628 -0.609
H 3.215 1.673 -0.898
C -1.323 1.026 2.794
H -1.662 3.235 0.682
S -2.216 -0.088 -1.468
C -1.828 1.124 4.074
N -3.366 -2.178 -2.651
H -3.692 -3.129 -2.698
C 0.967 5.443 -1.779
C 1.409 -0.791 4.698
N 2.563 0.903 -0.940
O 3.490 0.254 3.556
O 0.484 -2.255 1.298
H -0.128 7.407 2.143
N 2.328 0.632 -2.359
F 1.496 -4.917 0.700
F 0.376 -1.607 4.441
H 2.661 6.207 -2.861
F 1.418 -4.565 2.840
H -3.681 -3.423 2.788
H 0.057 3.585 0.999
C -2.274 -2.273 1.656
Cl 3.919 8.028 -1.074
N -1.971 -1.931 0.456
H -0.801 1.845 2.328

---

65
Properties=species:S:1:pos:R:3 method="wB97M-V/def2-TZVPD" relative_energy_kj_mol=245.6 e_tot_ha=-1703.2746 homo_ev=-8.6 smiles="Cc1cc(NC(=O)CCC(=O)N(c2ccc(C)c(F)c2)[C@H](C(=O)NC2CCCC2)c2ccco2)no1"
H -2.486 1.246 -1.150
H 1.615 -1.365 3.028
N -0.446 -0.795 1.433
C 1.026 -0.669 -0.482
O -3.135 0.683 2.493
F 3.182 0.165 4.382
C 0.142 1.503 1.986
C -1.397 -0.386 4.597
H -2.852 -1.201 -0.007
H -5.462 -1.323 -2.702
H 2.750 2.082 -4.530
N -3.291 -0.482 0.558
O -1.190 -2.552 4.123
O -1.047 -1.896 -0.435
H -3.113 -0.801 -2.347
H -1.569 0.663 4.480
H -0.673 1.851 1.371
H 3.864 2.850 3.943
C -2.789 -0.229 1.774
C 0.928 2.407 2.680
C -5.394 -0.414 -0.709
C -5.231 -0.367 -2.236
H 2.044 -1.751 -4.192
H 3.255 2.702 -8.214
H -6.351 0.000 -0.398
O 3.430 0.204 -7.097
C -0.247 -1.186 0.157
H 2.792 2.708 5.327
H 0.945 0.419 -0.574
H 3.815 3.485 -6.723
H -5.340 -1.439 -0.342
C -1.002 -2.397 5.443
H -5.898 0.386 -2.659
C 2.826 2.941 4.263
N 2.962 -0.717 -6.218
H -4.034 2.000 -1.560
C 1.767 -0.213 -2.842
H 0.268 -1.605 -2.250
C 1.966 1.986 3.499
H -3.619 0.489 -3.446
H 1.875 -0.874 0.171
C -1.118 -1.088 5.794
H 0.727 3.464 2.589
H -0.798 -3.280 6.016
H 4.898 2.423 -7.647
C 3.871 2.583 -7.324
H -1.913 -2.223 1.755
H -1.019 -0.672 6.775
C -1.663 -1.228 2.142
C 0.386 0.143 2.101
C -3.543 1.054 -1.333
C 1.236 -1.255 -1.875
C 2.910 1.320 -5.261
C 2.183 0.615 3.592
C -4.221 0.396 -0.121
H -4.545 1.128 0.622
N 2.143 -0.757 -4.039
C -3.781 0.055 -2.461
C 1.417 -0.311 2.914
C 2.648 -0.068 -5.120
H 1.908 -2.113 -1.849
C 3.401 1.423 -6.530
O 1.839 0.967 -2.593
H 2.498 3.964 4.112
C -1.435 -1.325 3.608

---

65
Properties=species:S:1:pos:R:3 method="wB97M-V/def2-TZVPD" relative_energy_kj_mol=94.7 e_tot_ha=-3388.6351 s2=0.776 spin_multiplicity=2 charge=-1 homo_ev="-4.7 / -5.2"
C -4.374 -1.969 -0.617
H -1.097 4.588 1.449
H -0.555 0.979 1.875
C 0.494 -1.723 -0.491
C -3.716 3.194 -0.118
Fe 0.174 0.171 -0.257
H 1.479 -3.133 -5.581
C 0.819 -2.187 -1.918
C 1.705 -3.218 -2.200
H 2.206 -3.730 -1.389
C -4.124 -2.846 -2.839
C -2.814 2.092 -4.896
H 3.481 -0.103 -0.527
H -0.116 3.704 -1.779
C -0.217 1.484 -4.116
H 0.791 1.282 -3.782
C -2.971 -2.093 -3.001
C -2.593 1.191 -3.863
C -1.740 2.685 -5.542
C 2.931 0.707 -0.027
C 1.882 -0.101 2.020
C 0.363 -1.872 -4.259
H -4.162 2.585 0.674
H -3.949 4.243 0.090
O -1.594 1.321 -0.457
O 2.853 0.024 2.767
C -3.226 -1.207 -0.786
C -1.147 3.999 -1.572
H 3.643 1.224 0.615
C -1.085 3.496 1.394
H -3.828 2.332 -5.190
O 0.499 -2.605 0.348
H -2.880 -0.534 -0.012
C 1.278 -2.874 -4.548
H 0.437 -0.442 3.597
H 0.514 -1.705 2.340
H -2.419 -2.154 -3.932
H -3.433 0.735 -3.355
C -1.295 0.879 -3.469
H -4.918 -1.919 0.318
C -0.443 2.381 -5.149
C 0.531 -0.633 2.527
H -0.033 3.196 1.456
C -2.512 -1.267 -1.977
C -4.825 -2.788 -1.642
Si -1.857 2.897 -0.230
N 1.813 0.163 0.713
H -1.610 3.115 2.276
H -1.913 3.392 -6.344
C 2.381 1.599 -1.148
P -0.963 -0.309 -2.140
H 0.400 2.858 -5.633
C 0.134 -1.531 -2.931
H 2.653 -4.327 -3.771
H -5.722 -3.381 -1.510
H -4.469 -3.483 -3.644
H -1.465 -0.368 1.909
O 1.127 1.347 -1.458
H -1.714 3.934 -2.504
H -1.146 5.044 -1.247
H -0.155 -1.354 -5.059
O 3.053 2.438 -1.719
C 1.940 -3.549 -3.526
N -0.536 -0.023 1.704
H -4.199 2.923 -1.061

---

62
Properties=species:S:1:pos:R:3 method="wB97M-V/def2-TZVPD" relative_energy_kj_mol=230.6 e_tot_ha=-1439.8491 s2=8.834 spin_multiplicity=6 charge=+3 homo_ev="-17.1 / -17.4"
C -1.910 4.287 2.510
C -0.069 1.117 -4.752
H -1.627 -0.903 2.348
N 1.442 1.070 0.567
H -0.047 -3.269 1.988
C -0.091 3.290 1.311
H 0.747 -1.760 3.181
C -1.525 -3.205 -0.210
H 4.983 -1.432 2.723
C -2.065 -1.477 1.539
H 0.168 2.180 -4.706
H 1.001 -2.827 0.625
H 1.172 4.250 -0.002
H -2.806 -0.849 1.060
C -2.588 -0.105 -1.468
C -2.061 3.111 3.247
H -4.714 1.949 -3.070
C 0.533 0.925 1.613
H 3.699 -2.890 -1.766
H -1.381 1.105 3.562
C 4.735 -1.755 1.723
C -0.909 4.393 1.565
N -0.530 -1.038 -0.441
H -0.751 5.315 1.031
C -0.906 0.727 -3.586
C 1.648 2.273 0.071
H -0.615 0.963 -5.681
C -0.398 0.030 -2.510
H 0.657 -0.342 -2.570
H -2.573 5.122 2.682
H 2.450 2.406 -0.646
C -1.209 -0.415 -1.413
N 0.326 -0.133 2.306
H -2.581 -2.335 1.960
H -2.414 -2.924 -0.768
H 2.773 -0.941 3.166
H -1.786 -4.002 0.479
H -4.923 1.158 -1.491
C -1.266 2.012 2.991
H -0.788 -3.586 -0.913
H 0.865 0.559 -4.793
H 6.713 -2.411 1.238
C 5.318 -2.776 -0.359
C 3.378 -1.656 1.277
N 3.085 -1.976 -0.026
C 2.413 -1.323 2.223
N 0.959 -1.418 2.231
H -2.680 1.655 -4.362
H 6.023 -3.260 -1.017
H -2.806 3.061 4.026
H -5.129 0.257 -2.978
Ir 1.605 -0.666 -0.858
C -0.291 2.070 1.989
C 4.012 -2.561 -0.782
N 0.942 3.342 0.394
C -2.268 1.075 -3.550
H -3.268 -0.440 -0.702
C -3.106 0.663 -2.505
C -0.988 -1.971 0.556
C -4.538 1.041 -2.501
C 5.689 -2.312 0.904
C 0.267 -2.447 1.340

---

63
Properties=species:S:1:pos:R:3 method="wB97M-V/def2-TZVPD" relative_energy_kj_mol=15.3 e_tot_ha=-2426.3649 s2=3.791 spin_multiplicity=4 charge=+3 homo_ev="-17.5 / -17.5"
C 3.283 -2.449 3.683
H 1.796 5.588 -0.085
C 1.652 3.195 -2.561
N -2.809 -2.536 -1.441
H -5.402 0.157 0.447
S -0.208 -2.326 -0.498
C -3.963 -3.231 -1.119
C -3.258 0.503 0.223
C -2.618 1.824 -1.716
H 3.251 1.531 1.900
H 3.397 -2.304 4.728
H -2.063 -3.812 1.287
C 3.567 1.291 0.887
H -5.929 1.355 -1.636
H 3.168 2.026 0.183
N -2.473 -3.511 0.426
C 2.996 -1.649 1.403
C 3.341 -3.737 3.180
C -2.241 1.132 -0.566
H -3.453 -0.962 -2.693
O 0.684 0.390 2.550
H -1.933 2.362 -2.334
H -1.749 -1.157 -2.719
H 3.017 0.124 -2.019
H -1.251 3.008 1.859
H -4.237 2.499 -2.934
H 0.650 1.322 -2.408
H -2.960 -0.082 1.096
C 2.025 4.339 -1.916
C -2.678 -1.732 -2.686
H -4.809 -3.226 -1.782
H 0.243 3.983 0.950
H 4.453 -0.634 -1.415
C -4.595 0.595 -0.134
C 3.042 -2.982 0.903
H 3.511 -4.538 3.896
H -1.719 1.356 2.313
H 3.001 -1.642 -1.596
C 0.910 2.242 -1.914
H 3.159 -0.354 3.226
C -0.928 1.964 1.863
C 3.129 -1.394 2.804
C 0.235 1.693 2.752
H 1.956 3.052 -3.582
C -1.919 -2.712 -0.483
C -3.742 -3.883 0.056
C -4.912 1.302 -1.272
H -2.740 -2.466 -3.495
H 4.662 1.235 0.810
H 3.292 -5.012 1.504
C -3.937 1.911 -2.061
C 3.189 -4.011 1.819
P 2.858 -0.276 0.261
Re 0.625 -0.656 0.941
C 1.587 4.613 -0.602
C 3.365 -0.657 -1.362
H -4.319 -4.596 0.619
P -0.672 1.324 0.233
C 0.724 3.736 -0.012
O 0.770 2.463 3.477
H 2.559 5.133 -2.457
C 0.431 2.501 -0.629
H 2.991 -3.224 -0.150

---

64
Properties=species:S:1:pos:R:3 method="wB97M-V/def2-TZVPD" relative_energy_kj_mol=89.7 e_tot_ha=-1910.3620 homo_ev=-9.2 smiles="NP(O)OC(=O)OCON=O.c1ccccc1.c1ccccc1.c1ccccc1.c1ccccc1"
C -5.419 6.274 0.631
H -4.690 0.007 3.867
H 3.163 -0.487 -0.889
H -5.873 5.800 -1.412
H -2.507 -1.467 -0.443
H 2.173 -1.198 1.259
C 3.213 -1.414 1.045
H -4.736 -0.076 -3.819
H 7.398 0.967 -6.686
C -4.964 5.789 1.850
C -2.326 -3.497 3.456
C 3.991 -2.091 1.976
P -2.672 -1.010 4.031
C 5.878 -1.966 0.493
H -5.700 7.315 0.533
O -1.163 -3.871 2.872
C -5.308 0.427 -0.520
O -0.819 -2.242 1.257
H 5.927 -2.903 2.422
H -4.896 6.451 2.704
H 7.705 -2.932 -4.947
C -3.517 -0.837 -2.225
N -4.253 -0.564 4.588
C -4.686 3.607 0.878
H -4.097 -0.349 1.074
C 5.322 -2.370 1.698
H 5.538 -0.965 -1.375
C -4.596 4.456 1.973
C -5.149 4.089 -0.338
N -0.889 -0.828 1.272
C -5.514 5.423 -0.462
C -3.341 -0.915 -0.850
H 7.198 1.958 -4.430
C 7.423 0.330 -5.810
H -4.067 0.051 5.382
H -0.191 -2.041 3.262
H 6.918 -2.181 0.276
C 7.313 0.887 -4.543
H 7.531 -1.940 -2.691
H -6.003 0.923 0.146
H 0.656 -3.241 2.245
C -5.488 0.502 -1.895
C 7.498 -1.303 -3.567
H 7.271 0.506 -2.432
C 3.769 -1.013 -0.162
H 3.558 -2.402 2.920
H -2.213 -2.292 5.790
H -2.815 -1.326 -2.890
C 7.353 0.071 -3.421
H -6.327 1.054 -2.302
C 5.103 -1.284 -0.436
C -4.594 -0.132 -2.747
C 7.564 -1.044 -5.956
C 7.599 -1.861 -4.834
O 0.170 -0.347 1.181
H -4.396 2.568 0.973
O -2.775 -4.171 4.288
C -4.236 -0.285 0.001
H -4.237 4.079 2.923
H -5.224 3.425 -1.190
O -3.004 -2.379 3.067
O -1.874 -1.461 5.401
H 7.647 -1.478 -6.944
C -0.319 -2.800 2.479